This record from the OMol25 dataset describes 2 unconnected molecules or ions with the total composition C4H15N2O at a distorted geometry. The level of theory is ωB97M-V/def2-TZVPD.

Geometry (Å):
C 0.74600 -0.58532 1.18184
N 0.16467 -1.03105 2.45735
C -0.08229 0.57135 0.66217
N -1.47387 0.00285 0.54179
C -0.53271 2.11504 -1.33687
C 0.43356 1.15654 -0.65736
H 0.67486 -1.41086 0.46994
H 1.80030 -0.36644 1.17487
H 0.39187 -2.00415 2.64145
H 0.59811 -0.53897 3.23562
H -0.16758 1.31505 1.45977
H -1.44123 -0.88124 0.03559
H -1.79363 -0.26714 1.48278
H -2.12857 0.63237 0.08587
H -0.07797 2.51867 -2.23584
H -0.79932 2.96043 -0.70611
H -1.42034 1.57231 -1.68033
H 0.77145 0.33582 -1.29930
H 1.30826 1.70506 -0.31165
H 1.35704 -3.30065 -2.30562
H 0.47320 -2.13790 -2.75065
O 1.19820 -2.36177 -2.14529

Values from the calculation:
Relative energy (zero: lowest compared OMol25 entry of this formula, charge and spin), kJ/mol: 58.1
Multiplicity: 1
Net charge: +1



This record from the OMol25 dataset describes 2 unconnected molecules or ions with the total composition C4H15N2O at a distorted geometry. The level of theory is ωB97M-V/def2-TZVPD.

Geometry (Å):
C 1.10629 -2.06652 0.44470
C 1.31828 -0.57570 0.77472
C 0.13823 0.40605 0.99417
C -2.14556 0.27444 -0.09172
N -0.63379 0.39985 -0.28607
N 0.65585 -2.24851 -0.95110
H 0.30496 -2.53387 1.02513
H 2.00906 -2.58904 0.79446
H 1.95835 -0.56919 1.70185
H 1.87017 -0.02527 0.03422
H 0.44796 1.44251 1.24114
H -0.38777 0.03889 1.87820
H -2.35948 -0.67490 0.47000
H -2.55720 0.34348 -1.09549
H -2.56881 1.02743 0.55890
H -0.32766 1.29284 -0.65929
H -0.30335 -0.43665 -0.73731
H 1.37909 -2.02076 -1.66676
H 0.43072 -3.18070 -1.22941
H -0.63629 3.92459 -0.24302
H 0.48525 3.47839 -1.13990
O -0.30037 3.14915 -0.62547

Values from the calculation:
Relative energy (zero: lowest compared OMol25 entry of this formula, charge and spin), kJ/mol: 106.9
Multiplicity: 1
Net charge: +1



Number 1: E_LUMO -3.108 eV. Number 2: E_LUMO -2.736 eV.